The following is a quantum chemistry calculation of a molecular structure, C35H44Cl2N3O7P2RuSb2, from the OMol25 dataset.

Frontier orbital gap (spin up / spin down) (eV): 8.044 / 6.930
⟨S²⟩: 6.011
E (eV): -115069.5769
Spin multiplicity: 5
E_LUMO (spin up / spin down) (eV): -7.7168 / -8.8307
Net charge: +3
Maximum force (hartree/bohr): 0.0160

```
96
Properties=species:S:1:pos:R:3:lowdin_spin:R:1
Ru -0.497 -1.214 0.060 3.44
C 0.247 2.573 -1.101 0.00
C 0.368 4.033 -0.675 0.00
C 0.525 4.268 0.831 0.00
Sb -1.091 3.381 1.903 0.00
C -2.405 4.825 2.635 0.00
C -2.074 6.175 2.575 0.00
C -2.960 7.111 3.091 0.00
C -4.158 6.698 3.656 0.00
C -4.483 5.348 3.713 0.00
C -3.608 4.403 3.200 0.00
C -0.228 2.438 3.591 0.00
C -0.352 3.115 4.744 0.00
C 0.026 2.780 6.115 0.00
C 0.620 1.686 6.594 0.00
C 1.163 0.531 5.824 0.00
C 0.378 1.073 3.469 0.00
Sb -1.615 1.780 -0.376 0.00
C -2.730 0.125 0.407 0.02
C -3.788 -0.261 -0.414 0.02
C -4.505 -1.412 -0.120 0.03
C -4.140 -2.219 0.952 0.02
C -3.082 -1.852 1.766 0.04
C -2.371 -0.676 1.503 0.01
C -3.060 2.979 -1.287 0.00
C -2.821 3.517 -2.549 0.00
C -3.759 4.373 -3.108 0.00
C -4.916 4.689 -2.408 0.00
C -5.150 4.150 -1.149 0.00
C -4.219 3.293 -0.581 0.00
H 1.074 1.952 -0.764 0.00
H 0.140 2.459 -2.181 0.00
H -0.483 4.602 -1.060 0.00
H 1.250 4.439 -1.180 0.00
H 0.565 5.333 1.054 0.00
H 1.434 3.809 1.221 0.00
H -1.141 6.510 2.140 0.00
H -2.710 8.163 3.053 0.00
H -4.842 7.433 4.058 0.00
H -5.416 5.033 4.160 0.00
H -3.865 3.351 3.258 0.00
H -0.870 4.069 4.686 0.00
H -0.272 3.527 6.840 0.00
H 0.739 1.608 7.668 0.00
H 2.044 0.157 6.343 0.00
H -0.371 0.292 3.595 0.00
H -4.057 0.325 -1.285 0.00
H -5.344 -1.688 -0.743 0.00
H -4.690 -3.127 1.159 0.00
H -2.809 -2.456 2.622 0.00
H -1.663 -0.329 2.251 0.01
H -1.922 3.273 -3.106 0.00
H -3.586 4.797 -4.088 0.00
H -5.642 5.361 -2.846 0.00
H -6.054 4.399 -0.610 0.00
H -4.408 2.873 0.402 0.00
N 0.693 -1.312 -4.563 0.00
C -0.628 -1.613 -3.865 0.00
C -1.546 -2.375 -4.813 0.00
P -0.207 -2.560 -2.343 0.01
O 0.397 -3.909 -2.913 0.01
O -1.403 -2.747 -1.457 0.08
O 0.893 -1.740 -1.692 0.10
P -1.286 0.084 -3.432 0.00
O -2.823 0.087 -3.819 0.00
O -0.452 1.044 -4.187 0.00
O -1.309 0.179 -1.899 0.04
H 0.862 -1.944 -5.347 0.00
H 1.477 -1.376 -3.904 0.00
H 0.646 -0.323 -4.884 0.00
H -1.094 -3.323 -5.108 0.00
H -1.761 -1.800 -5.716 0.00
H -2.492 -2.584 -4.316 0.00
H -0.161 -4.694 -2.819 0.00
H -3.023 0.412 -4.709 0.00
Cl -0.022 -0.831 5.909 0.00
C 1.560 0.788 4.377 0.00
Cl 0.971 0.805 1.732 0.04
H 2.068 -0.103 4.011 0.00
H 2.265 1.622 4.345 0.00
N 0.665 -2.427 1.423 0.06
C 1.544 -3.183 1.556 0.02
N 2.521 -3.999 1.729 0.02
C 3.868 -3.540 2.134 0.00
C 4.893 -4.225 1.243 0.00
O 4.726 -5.624 1.287 0.00
C 3.475 -6.021 0.771 0.00
C 2.347 -5.467 1.626 0.00
H 4.020 -3.823 3.177 0.00
H 3.916 -2.456 2.038 0.00
H 5.897 -4.009 1.602 0.00
H 4.798 -3.861 0.212 0.00
H 3.450 -7.109 0.788 0.00
H 3.365 -5.679 -0.267 0.00
H 2.395 -5.882 2.635 0.00
H 1.370 -5.678 1.196 0.00
```

The following is a quantum chemistry calculation of a molecular structure, C17H25N2O2 in a non-equilibrium geometry, from the OMol25 dataset.

Frontier orbital gap (eV): 7.156
E (eV): -25098.0176
Spin multiplicity: 1
E_LUMO (eV): -3.0363
Net charge: +1
Maximum force (hartree/bohr): 0.0953

```
46
Properties=species:S:1:pos:R:3:nbo_charge:R:1
C 3.712 -1.965 1.216 -0.26
O 3.228 -0.615 1.267 -0.49
C 1.897 -0.376 1.459 0.33
C 1.497 0.992 1.601 -0.26
C 0.204 1.298 2.015 -0.16
C -0.793 0.283 2.144 -0.14
C -2.119 0.683 2.667 0.11
O -3.038 -0.292 2.732 -0.51
C -4.345 0.171 2.415 -0.27
C -0.413 -1.078 1.873 -0.19
C 0.899 -1.393 1.478 -0.29
H 4.794 -1.881 1.182 0.21
H 3.434 -2.527 2.116 0.19
H 3.375 -2.457 0.299 0.18
H 2.211 1.788 1.368 0.24
H -0.067 2.337 2.296 0.19
H -2.291 1.861 2.202 0.25
H -4.929 -0.718 2.273 0.22
H -4.732 0.730 3.270 0.18
H -4.353 0.706 1.454 0.18
H -1.145 -1.882 2.000 0.24
H 1.166 -2.409 1.156 0.24
C -3.132 3.712 1.012 -0.65
C -3.968 3.999 2.281 0.16
C -3.895 5.506 2.534 -0.63
C -5.458 3.626 2.091 -0.63
N -3.358 3.196 3.439 -0.32
C -2.678 2.000 3.446 0.31
N -2.225 1.813 4.672 -0.27
C -1.458 0.678 5.135 -0.43
C -2.625 2.847 5.500 -0.04
C -3.344 3.696 4.746 -0.04
H -3.255 2.676 0.632 0.23
H -3.423 4.421 0.198 0.25
H -2.058 3.908 1.207 0.22
H -4.628 5.803 3.288 0.22
H -2.882 5.818 2.808 0.23
H -4.157 6.042 1.607 0.25
H -6.021 4.014 2.954 0.22
H -5.879 4.127 1.198 0.24
H -5.636 2.542 1.985 0.22
H -0.714 0.443 4.365 0.26
H -0.901 0.947 6.026 0.23
H -2.106 -0.171 5.366 0.24
H -2.358 2.878 6.539 0.25
H -3.781 4.641 5.052 0.26
```

The following is a quantum chemistry calculation of 2 unconnected molecules or ions with the total composition C5H12O in a non-equilibrium geometry, from the OMol25 dataset.

Frontier orbital gap (spin up / spin down) (eV): 8.890 / 5.190
⟨S²⟩: 0.754
E (eV): -7416.8231
Spin multiplicity: 2
E_LUMO (spin up / spin down) (eV): -5.2913 / -8.9912
Net charge: +1
Maximum force (hartree/bohr): 0.0249

```
18
Properties=species:S:1:pos:R:3:nbo_charge:R:1
C -3.108 -0.346 -0.904 -0.62
C -1.833 0.208 -0.307 -0.36
C -0.759 -0.850 0.071 -0.52
C 0.117 -0.499 1.156 0.12
C 1.513 -0.494 0.995 -0.04
H -3.778 0.498 -1.059 0.25
H -3.553 -1.151 -0.326 0.22
H -2.999 -0.709 -1.930 0.23
H -2.071 0.809 0.534 0.22
H -1.369 0.919 -0.991 0.23
H -1.410 -1.692 0.424 0.33
H -0.266 -1.283 -0.798 0.25
H -0.308 -0.049 2.039 0.24
H 1.994 -1.012 0.183 0.23
H 2.113 0.028 1.733 0.23
H 4.458 1.831 -0.232 0.45
H 5.932 2.070 0.036 0.48
O 5.326 1.722 -0.625 -0.93
```

The following is a quantum chemistry calculation of a molecular structure, C28H26BrCl5N6O2Pd in a non-equilibrium geometry, from the OMol25 dataset.

Frontier orbital gap (spin up / spin down) (eV): 4.890 / 4.814
E (eV): -178611.7918
Spin multiplicity: 1
E_LUMO (spin up / spin down) (eV): 3.5547 / 3.4939
Net charge: -2
Maximum force (hartree/bohr): 0.0561

```
69
Properties=species:S:1:pos:R:3:nbo_charge:R:1
Pd -0.871 -0.089 0.042 0.13
O 1.205 0.823 0.858 -0.94
C 1.290 4.149 0.249 -0.22
C 2.651 4.037 -0.050 -0.33
C 3.055 5.365 -0.235 -0.33
C 1.950 6.224 -0.025 -0.32
C 0.819 5.462 0.292 -0.34
C -1.016 3.018 1.357 -0.27
C -2.413 2.413 1.780 0.27
O -3.168 2.041 0.809 -0.81
N -1.994 1.323 2.759 -0.43
N -1.838 0.098 2.256 -0.20
C -1.201 -0.810 2.886 -0.06
C -1.130 -2.191 2.406 -0.05
Br -1.744 -2.478 0.630 0.07
C -0.694 -3.169 3.206 -0.25
C -0.541 -4.614 2.999 -0.07
C -0.223 -5.201 1.772 -0.12
C -0.106 -6.577 1.660 -0.23
C -0.297 -7.400 2.761 -0.23
C -0.583 -6.828 3.993 -0.23
C -0.691 -5.452 4.108 -0.19
H -0.094 2.244 -0.596 0.23
H 3.233 3.132 -0.115 0.23
H 4.059 5.678 -0.485 0.19
H 1.967 7.303 -0.105 0.19
H -0.186 5.783 0.515 0.22
H -2.817 3.185 2.466 0.11
H -1.338 1.604 3.489 0.35
H -0.692 -0.618 3.836 0.17
H -0.468 -2.840 4.217 0.21
H -0.040 -4.575 0.911 0.23
H 0.148 -7.007 0.699 0.21
H -0.205 -8.475 2.665 0.20
H -0.720 -7.453 4.867 0.20
H -0.913 -5.007 5.072 0.20
Cl 3.547 -3.647 -0.017 -0.14
C 3.131 -2.188 0.966 -0.08
C 2.277 -1.269 0.433 -0.37
C 2.026 -0.167 1.266 0.36
Cl 0.300 2.652 0.640 1.02
C 2.650 0.013 2.505 -0.19
Cl 2.331 1.454 3.435 -0.04
C 3.497 -0.982 3.000 -0.09
Cl 4.225 -0.810 4.573 -0.03
C 3.744 -2.107 2.227 -0.15
Cl 4.787 -3.366 2.854 -0.05
C -0.777 2.344 -2.736 -0.12
N -1.400 2.720 -4.014 -0.47
C -2.696 2.039 -4.082 -0.08
N -2.556 0.587 -3.991 -0.48
C -1.900 0.266 -2.707 -0.10
N -0.575 0.892 -2.604 -0.47
C 0.258 0.447 -3.717 -0.08
N -0.347 0.768 -5.024 -0.48
C -0.543 2.219 -5.088 -0.08
C -1.673 0.143 -5.068 -0.08
H -1.449 2.679 -1.939 0.22
H 0.191 2.851 -2.669 0.21
H -3.183 2.296 -5.028 0.18
H -3.314 2.385 -3.253 0.21
H -1.789 -0.819 -2.664 0.20
H -2.526 0.589 -1.870 0.24
H 0.390 -0.633 -3.643 0.21
H 1.236 0.924 -3.642 0.20
H -0.996 2.472 -6.052 0.18
H 0.430 2.710 -5.017 0.20
H -1.551 -0.941 -4.996 0.19
H -2.138 0.382 -6.029 0.18
```

The following is a quantum chemistry calculation of a molecular structure, C22H32N4NiOSi2, from the OMol25 dataset.

Frontier orbital gap (eV): 6.575
E (eV): -88140.4818
Spin multiplicity: 1
E_LUMO (eV): -0.1177
Maximum force (hartree/bohr): 0.0131

```
62
Properties=species:S:1:pos:R:3:nbo_charge:R:1
Ni 0.053 0.100 0.138 0.28
C 3.136 1.169 -0.510 -1.12
Si 1.326 1.538 -0.963 1.20
C 0.977 3.277 -0.281 -1.12
C 1.254 1.645 -2.850 -0.45
C 1.928 2.508 -3.719 -0.20
C 1.727 2.418 -5.085 -0.22
C 0.853 1.460 -5.603 -0.24
C 0.184 0.599 -4.752 -0.14
C 0.375 0.686 -3.370 -0.49
Si -0.400 -0.340 -1.984 1.20
C -2.288 -0.210 -2.148 -1.12
C 0.011 -2.159 -2.368 -1.12
H 3.801 1.868 -1.028 0.23
H 3.421 0.159 -0.809 0.23
H 3.339 1.273 0.559 0.22
H 1.792 3.952 -0.560 0.23
H 0.891 3.303 0.807 0.22
H 0.054 3.683 -0.700 0.23
H 2.612 3.256 -3.331 0.20
H 2.249 3.089 -5.757 0.21
H 0.700 1.394 -6.674 0.20
H -0.493 -0.140 -5.170 0.19
H -2.605 -0.490 -3.158 0.22
H -2.624 0.813 -1.963 0.23
H -2.812 -0.863 -1.446 0.22
H -0.200 -2.355 -3.424 0.23
H -0.591 -2.865 -1.791 0.21
H 1.065 -2.388 -2.199 0.23
C -2.611 2.909 0.634 -0.41
N -3.284 2.002 1.546 -0.44
C -4.459 2.498 2.238 -0.20
C -5.293 1.336 2.734 -0.42
C -4.425 0.430 3.580 -0.20
N -3.227 0.053 2.850 -0.44
C -2.480 -1.076 3.366 -0.40
C -2.631 0.868 1.929 0.81
O -1.541 0.570 1.433 -0.75
H -3.356 3.376 -0.011 0.20
H -1.902 2.353 0.027 0.25
H -2.070 3.694 1.173 0.19
H -5.027 3.110 1.536 0.21
H -4.169 3.150 3.073 0.18
H -5.683 0.779 1.881 0.22
H -6.140 1.697 3.318 0.22
H -4.959 -0.486 3.842 0.21
H -4.156 0.926 4.522 0.18
H -3.158 -1.919 3.509 0.20
H -2.011 -0.841 4.328 0.19
H -1.705 -1.351 2.658 0.24
N 4.591 -1.081 4.525 -0.28
C 3.815 -1.451 3.763 0.27
C 2.844 -1.915 2.809 -0.20
C 2.728 -3.271 2.516 -0.11
C 1.772 -3.655 1.594 -0.25
C 0.979 -2.681 1.009 0.07
N 1.087 -1.379 1.289 -0.49
C 2.007 -1.004 2.177 0.09
H 3.370 -3.994 2.998 0.23
H 1.642 -4.693 1.323 0.23
H 0.233 -2.940 0.269 0.22
H 2.082 0.056 2.382 0.22
```

Among the records above, which one has the lowest maximum force?
C22H32N4NiOSi2

Look up the maximum force of the first one.
0.0160 hartree/bohr

Among the records above, which one has the highest E?
C5H12O

Which of these has the highest maximum force?
C17H25N2O2